No. 1
2 unconnected molecules or ions with the total composition C7H18NO at a distorted geometry, computed with ωB97M-V/def2-TZVPD.

For the lowest unoccupied orbital energy, the calculation gives -3.12 eV. Its energy above the lowest of the compared OMol25 structures with the same formula, charge and spin is 9.02 kcal/mol. For the orbital gap, the calculation gives 8.9816 eV. The HOMO energy comes out at -0.4445 Ha. Its charge is +1.

Each line ends with the Löwdin charge.
Element x y z (Å)
C  0.263346  0.097206  -1.752455  -0.019
C  0.826454  0.649425  -0.434307  -0.278
C  -0.066509  0.264769  0.762092  -0.132
C  -0.374761  -1.222625  0.786788  -0.306
C  0.498375  -2.114290  1.259204  -0.104
C  1.899935  -1.847288  1.707218  -0.081
C  -1.695131  -1.669205  0.217085  -0.056
N  0.737970  2.183269  -0.577862  0.205
H  -0.813867  0.077265  -1.649582  0.073
H  0.594220  -0.935855  -1.836542  0.103
H  0.566636  0.605660  -2.661731  0.089
H  1.830392  0.308324  -0.211031  0.142
H  0.494337  0.486344  1.671500  0.117
H  -0.984185  0.851087  0.772060  0.112
H  0.211992  -3.157000  1.150589  0.120
H  2.170610  -2.212006  2.706683  0.085
H  2.099750  -0.784499  1.849801  0.060
H  2.576966  -2.384162  1.044390  0.086
H  -2.321637  -2.214120  0.928125  0.093
H  -2.239173  -0.877777  -0.246951  0.058
H  -1.540682  -2.471271  -0.513598  0.091
H  0.819028  2.446783  -1.556932  0.151
H  -0.238465  2.424544  -0.316973  0.101
H  1.374422  2.745009  -0.015025  0.173
H  -2.485844  3.562660  -0.688268  0.078
H  -2.231707  2.422260  -1.604538  0.034
O  -1.972471  2.765493  -0.789738  0.004

Force components x, y, z for each atom (eV/Å):
C 0.338 -0.568 0.791
C -1.112 0.189 -0.326
C 0.680 -0.401 0.320
C 0.131 -0.017 0.157
C -0.030 0.116 -0.354
C -0.044 -0.066 0.943
C 0.325 -1.484 0.056
N -0.191 -0.409 0.352
H -0.282 0.075 -0.380
H -0.105 -0.060 -0.096
H 0.156 0.239 -0.014
H 0.328 0.425 -0.332
H -0.155 0.305 0.073
H -0.111 0.000 -0.101
H 0.039 -0.036 0.257
H -0.542 -0.444 -0.103
H 0.285 0.034 -0.705
H 0.300 0.485 -0.196
H -0.075 0.603 0.353
H -0.547 0.494 -0.198
H 0.145 0.350 -0.327
H 0.315 0.114 -0.006
H 0.129 0.232 -0.204
H 0.141 -0.191 0.057
H -0.281 0.491 0.259
H -0.780 -1.052 -2.224
O 0.942 0.577 1.948



No. 2
2 unconnected molecules or ions with the total composition C7H18NO5SSi at a distorted geometry, computed with ωB97M-V/def2-TZVPD.

For the lowest unoccupied orbital energy, the calculation gives 2.63 eV. Its energy above the lowest of the compared OMol25 structures with the same formula, charge and spin is 4.45 kcal/mol. For the orbital gap, the calculation gives 6.0249 eV. The HOMO energy comes out at -0.1246 Ha. Its charge is -1.

Each line ends with the Löwdin charge.
Element x y z (Å)
C  1.567655  0.909757  3.373186  -0.200
Si  1.101535  0.626510  1.558679  0.338
C  2.373852  1.601179  0.512013  -0.192
C  -0.586695  1.473485  1.319306  -0.192
N  1.097288  -1.001969  1.047365  -0.218
C  1.500990  -1.959609  1.958064  -0.542
S  3.334277  -2.281894  1.983138  0.643
O  3.657280  -3.227944  3.037662  -0.441
O  4.106060  -1.065493  1.936943  -0.407
H  1.509875  1.980168  3.561856  0.012
H  0.865192  0.453372  4.062781  0.014
H  2.581104  0.597125  3.591971  0.013
H  2.901092  0.893089  -0.111999  0.002
H  1.903039  2.381961  -0.078240  -0.005
H  3.100542  2.064570  1.174057  0.007
H  -1.372165  0.768056  1.073794  0.006
H  -0.546392  2.220551  0.532674  -0.001
H  -0.885911  2.006636  2.218249  0.002
H  1.279311  -1.816287  3.022063  0.069
H  1.132830  -2.956289  1.680462  0.066
H  3.591869  -2.948212  0.817398  0.044
C  -0.621298  -0.686304  -2.934347  -0.021
O  -1.775705  -0.550430  -3.782866  -0.002
C  -2.854974  -0.057640  -3.187219  -0.626
O  -2.952424  0.278296  -2.038894  0.131
O  -3.839038  0.005784  -4.099295  -0.009
C  -5.065331  0.522825  -3.586681  -0.055
H  0.163931  -1.093235  -3.563586  0.090
H  -0.307416  0.278134  -2.543687  0.098
H  -0.815963  -1.368452  -2.110980  0.098
H  -4.933109  1.539690  -3.222145  0.095
H  -5.444844  -0.107619  -2.784894  0.095
H  -5.766457  0.520188  -4.416827  0.088

Force components x, y, z for each atom (eV/Å):
C -0.214 0.281 -0.250
Si 0.318 -0.595 -0.735
C -0.441 0.028 0.614
C 0.211 0.087 0.073
N -0.020 0.630 0.606
C -0.507 0.056 -1.130
S -0.031 -0.262 0.633
O 0.039 -0.360 0.145
O 0.172 0.482 -0.197
H 0.029 0.285 0.021
H -0.087 -0.289 0.195
H 0.203 -0.228 0.082
H 0.093 -0.124 -0.265
H 0.009 0.145 -0.257
H 0.210 0.153 0.069
H -0.109 -0.218 -0.080
H -0.019 0.124 -0.282
H -0.074 0.074 0.274
H 0.267 0.001 0.389
H 0.136 -0.396 0.193
H -0.201 0.111 -0.199
C 0.198 -0.067 0.102
O -0.020 0.002 -0.051
C 0.122 -0.044 -0.034
O -0.045 0.018 0.006
O -0.031 -0.001 -0.034
C -0.102 0.018 -0.052
H -0.061 -0.005 -0.085
H -0.099 0.025 0.078
H -0.062 0.083 0.084
H 0.022 -0.010 0.079
H 0.035 0.031 0.068
H 0.057 -0.033 -0.056



No. 3
A molecular structure, C7H19BF4N3O3Rb at a distorted geometry, computed with ωB97M-V/def2-TZVPD.

For the lowest unoccupied orbital energy, the calculation gives -1.10 eV. Its energy above the lowest of the compared OMol25 structures with the same formula, charge and spin is 0.00 kcal/mol. For the orbital gap, the calculation gives 9.0055 eV. The HOMO energy comes out at -0.3712 Ha. Its charge is 0.

Each line ends with the Löwdin charge.
Element x y z (Å)
Rb  1.879696  -1.032930  1.696347  0.943
B  0.564443  -4.899905  2.066877  -1.233
F  -0.592890  -5.409581  1.496563  0.118
F  0.863285  -5.543806  3.276357  0.099
F  1.673299  -5.009571  1.176597  0.055
F  0.392454  -3.497842  2.299268  -0.029
C  -3.042070  1.990657  2.337483  -0.116
O  -2.827887  0.901131  1.483772  -0.199
C  -1.974011  -0.149299  1.971519  -0.199
C  -1.469880  -0.870506  0.752294  -0.235
N  -0.473222  -0.036681  0.070820  -0.116
C  -0.224334  -0.581701  -1.293690  -0.187
C  -1.117496  0.102740  -2.305368  -0.222
O  -0.764193  1.472725  -2.319776  -0.197
C  -1.463366  2.188541  -3.320951  -0.097
H  -3.722727  1.712116  3.155149  0.088
H  -3.574244  2.764151  1.789603  0.088
H  -2.136101  2.378057  2.808531  0.085
H  -2.669785  -0.750540  2.563957  0.137
H  -1.152745  0.218141  2.597308  0.115
H  -2.357836  -1.161948  0.183070  0.136
H  -0.951881  -1.753127  1.136032  0.094
H  -0.920571  0.871999  -0.046662  0.099
H  -0.411899  -1.655563  -1.269284  0.128
H  0.833376  -0.419886  -1.517057  0.109
H  -2.175649  0.018133  -2.042773  0.130
H  -0.921437  -0.335787  -3.290321  0.130
H  -1.284510  3.246583  -3.147378  0.089
H  -2.523424  1.928048  -3.281755  0.090
H  -1.059224  1.963789  -4.314228  0.089
C  4.120779  1.903328  -0.698871  -0.670
O  4.032504  3.111017  -0.892794  0.043
N  4.630187  1.055096  -1.643900  0.161
N  3.777674  1.351227  0.495514  0.109
H  4.660387  1.311614  -2.609307  0.108
H  4.812584  0.106692  -1.374175  0.091
H  4.223831  0.530243  0.861780  0.061
H  3.346898  1.982661  1.149450  0.105

Force components x, y, z for each atom (eV/Å):
Rb -0.513 -0.619 -0.009
B 0.547 -0.729 -0.058
F 0.044 0.117 -0.051
F -0.089 0.339 -0.283
F -0.267 0.133 0.143
F 0.029 0.918 0.132
C -0.746 -0.279 0.763
O 0.996 0.381 -0.529
C -1.632 0.531 -0.067
C 0.438 -0.110 1.264
N -0.601 -0.383 -0.385
C -0.130 0.488 0.835
C 0.764 0.056 -0.312
O 0.043 0.061 0.038
C 0.393 -0.123 0.049
H 0.101 -0.095 0.086
H 0.286 0.092 -0.219
H 0.210 0.077 -0.263
H 0.616 -0.524 0.217
H -0.062 0.228 0.003
H 0.247 -0.041 -0.361
H -0.271 -0.429 -0.312
H 0.340 0.077 -0.051
H 0.022 -0.035 -0.119
H -0.094 0.049 -0.401
H -0.092 -0.273 -0.017
H -0.274 -0.056 -0.101
H -0.241 0.033 0.137
H -0.108 0.267 -0.104
H -0.125 -0.186 -0.028
C 0.971 2.044 -1.471
O -0.561 -0.982 0.093
N -0.149 -0.584 0.934
N -0.811 -0.817 0.966
H 0.136 0.275 -0.039
H -0.085 -0.174 -0.410
H 0.286 0.099 -0.103
H 0.384 0.171 0.033



Q: Which of these has the highest energy above the lowest of the compared OMol25 structures with the same formula, charge and spin?
A: C7H18NO



Q: Among the records above, which one has the highest charge?
A: C7H18NO



Q: Number 3 is which compound?
A: C7H19BF4N3O3Rb